(1)
The following is a quantum chemistry calculation of a cluster of 2 separate species, C6H6FIS in total, from the OMol25 dataset.

Output
**Spin multiplicity**: 1
**Energy**: -27967.4362 eV
**HOMO-LUMO gap (spin up / spin down)**: 0.1833 / 0.1837 hartree
**HOMO (spin up / spin down)**: -7.5 / -7.5 eV
**Strongest force on any atom**: 4.2 eV/A

Atoms and positions in Å:
C (-0.2512, -3.1536, 0.0532)
C (0.0900, 2.8551, -0.0442)
C (-0.1798, -0.6510, 0.2087)
C (0.2005, 0.4449, 0.9398)
C (-0.0681, -1.9831, 0.6426)
C (0.1078, 1.6798, 0.4262)
F (0.3220, -2.0412, 1.9541)
S (-3.0212, 1.6327, 1.1963)
I (-3.2954, -0.1296, -0.3473)
H (-0.2198, -4.1152, 0.6537)
H (-0.8432, -3.3155, -0.8280)
H (-0.7067, 3.6525, 0.2757)
H (0.8994, 3.4556, -0.3639)
H (-0.5119, -0.5213, -0.8509)
H (0.3987, 0.4400, 2.0776)

Atomic partial charges in e from the Löwdin method, atoms 1 to 5:
1. C 0.116
2. C 0.025
3. C -0.134
4. C -0.141
5. C -0.380



(2)
The following is a quantum chemistry calculation of a structure of composition C6H6HgN2O3S3, from the OMol25 dataset.

Output
**Spin multiplicity**: 2
**⟨S²⟩**: 0.76
**Energy**: -52124.5700 eV
**HOMO-LUMO gap (spin up / spin down)**: 0.2411 / 0.2345 hartree
**HOMO (spin up / spin down)**: -4.7 / -5.1 eV
**Energy relative to the best compared isomer or geometry (same formula, charge and spin)**: 1.6 kcal/mol
**Strongest force on any atom**: 0.4 eV/A
**Net charge**: -1

Atoms and positions in Å:
Hg (1.3810, -0.3432, -4.2488)
N (-1.1822, 0.3417, 3.3798)
C (-0.4825, -0.7763, 3.1382)
S (-0.3105, -1.9585, 4.2761)
C (0.1069, -0.8575, 1.7721)
C (-0.4641, -0.1894, 0.6957)
C (0.1480, -0.2603, -0.5484)
N (1.2677, -0.9467, -0.7670)
C (1.7943, -1.6065, 0.2629)
C (1.2599, -1.5983, 1.5405)
H (-1.5830, 0.4665, 4.2933)
H (-1.1538, 1.1205, 2.7440)
H (-1.3898, 0.3641, 0.7846)
H (-0.2714, 0.2790, -1.3901)
H (2.7020, -2.1648, 0.0588)
H (1.7267, -2.1424, 2.3493)
O (-1.0394, 1.0253, -4.7420)
S (-0.9152, 2.0814, -3.7420)
O (-1.7137, 1.8527, -2.5458)
O (-0.9824, 3.4301, -4.2632)
S (1.1016, 1.8826, -3.0481)

Atomic partial charges in e from the Löwdin method, atoms 1 to 5:
1. Hg 0.497
2. N 0.083
3. C -0.836
4. S 0.622
5. C -0.250



(3)
The following is a quantum chemistry calculation of a structure of composition C6H6HoO5, from the OMol25 dataset.

Output
**Spin multiplicity**: 5
**⟨S²⟩**: 6.00
**Energy**: -42320.6313 eV
**HOMO-LUMO gap (spin up / spin down)**: 0.3076 / 0.3141 hartree
**HOMO (spin up / spin down)**: -23.6 / -23.6 eV
**Energy relative to the best compared isomer or geometry (same formula, charge and spin)**: 0.0 kcal/mol
**Strongest force on any atom**: 8.6 eV/A
**Net charge**: +3

Atoms and positions in Å:
O (-1.2899, 3.1099, 1.0636)
C (-0.7744, 2.1964, 0.6320)
Ho (-0.1967, -0.0725, 0.0373)
O (2.2770, 0.1727, 2.4283)
C (1.4701, 0.0948, 1.6027)
C (0.4296, 0.9360, -2.0437)
O (0.7405, 1.4313, -3.0494)
C (0.9765, -2.0891, -0.7598)
O (1.4837, -3.0633, -1.1016)
C (-3.0008, -2.4674, 2.3340)
C (-1.7081, -1.9250, 1.7266)
O (-2.1107, -0.4879, 1.1758)
H (-3.3201, -1.7609, 3.0944)
H (-2.8993, -3.4637, 2.7708)
H (-3.7666, -2.4854, 1.5657)
H (-0.9070, -1.7614, 2.4562)
H (-1.3377, -2.5154, 0.8644)
H (-2.8387, -0.6614, 0.5571)

Atomic partial charges in e from the Löwdin method, atoms 1 to 5:
1. O 0.280
2. C 0.013
3. Ho 1.512
4. O 0.289
5. C 0.022



(4)
The following is a quantum chemistry calculation of a structure of composition C6H6INOS2V, from the OMol25 dataset.

Output
**Spin multiplicity**: 4
**⟨S²⟩**: 3.79
**Energy**: -65313.8636 eV
**HOMO-LUMO gap (spin up / spin down)**: 0.0622 / 0.2458 hartree
**HOMO (spin up / spin down)**: 2.8 / -2.0 eV
**Energy relative to the best compared isomer or geometry (same formula, charge and spin)**: 0.0 kcal/mol
**Strongest force on any atom**: 0.6 eV/A
**Net charge**: -2

Atoms and positions in Å:
V (-0.0057, -1.4631, -2.0034)
O (-1.1055, -0.0302, -1.1592)
N (-0.6519, 0.7257, -0.1585)
C (-1.5616, 1.3709, 0.6111)
C (-1.1673, 2.1697, 1.6407)
C (0.2029, 2.3321, 1.8803)
C (1.1011, 1.6867, 1.0809)
C (0.6865, 0.8568, 0.0232)
S (1.7307, 0.0067, -1.0269)
H (-2.5852, 1.1819, 0.3274)
H (-1.9166, 2.6675, 2.2424)
H (0.5562, 2.9555, 2.6970)
H (2.1676, 1.7905, 1.2357)
I (-0.8196, -4.0749, -0.0543)
C (0.8918, -3.1945, -1.1575)
H (1.2078, -4.0293, -1.7746)
H (1.5840, -3.0535, -0.3344)
S (-0.3152, -1.8986, -4.0699)

Atomic partial charges in e from the Löwdin method, atoms 1 to 5:
1. V -0.044
2. O -0.311
3. N -0.202
4. C -0.063
5. C -0.229



(5)
The following is a quantum chemistry calculation of a structure of composition C6H6LuO5, from the OMol25 dataset.

Output
**Spin multiplicity**: 1
**Energy**: -50143.1914 eV
**HOMO-LUMO gap**: 0.3553 hartree
**HOMO**: -24.8 eV
**Energy relative to the best compared isomer or geometry (same formula, charge and spin)**: 0.0 kcal/mol
**Strongest force on any atom**: 7.2 eV/A
**Net charge**: +3

Atoms and positions in Å:
Lu (0.0793, 0.1951, 0.2268)
C (0.1486, 1.5630, 2.2599)
O (0.1150, 2.0806, 3.2821)
C (0.0707, 2.3819, -0.5967)
O (0.0720, 3.4268, -1.0855)
C (-2.3882, 0.5131, 0.1859)
O (-3.5329, 0.4635, 0.3069)
C (2.5573, 0.3341, 0.3579)
O (3.7010, 0.4367, 0.3829)
C (0.0840, -1.5046, -1.3894)
H (1.0038, -2.1046, -1.3238)
H (-0.8240, -2.1228, -1.3704)
C (0.0890, -0.2759, -2.0591)
H (-0.8282, 0.1571, -2.4864)
H (1.0119, 0.1542, -2.4776)
O (-0.5238, -1.5402, 1.7632)
H (-0.0172, -1.7356, 2.5744)
H (-0.8182, -2.4222, 1.4490)

Atomic partial charges in e from the Löwdin method, atoms 1 to 5:
1. Lu 1.417
2. C 0.012
3. O 0.256
4. C -0.017
5. O 0.273



(6)
The following is a quantum chemistry calculation of a structure of composition C6H6N, from the OMol25 dataset.

Output
**Spin multiplicity**: 3
**⟨S²⟩**: 2.01
**Energy**: -7793.8549 eV
**HOMO-LUMO gap (spin up / spin down)**: 0.2946 / 0.2507 hartree
**HOMO (spin up / spin down)**: -12.4 / -15.7 eV
**Energy relative to the best compared isomer or geometry (same formula, charge and spin)**: 45.8 kcal/mol
**Strongest force on any atom**: 4.4 eV/A
**Net charge**: +1

Atoms and positions in Å:
C (-1.3363, 0.7231, 0.6309)
C (-2.8298, -0.9989, -0.2610)
C (1.1865, -1.6095, 0.3064)
C (0.8327, 0.6608, -1.0379)
C (-0.0059, 1.0694, 0.2625)
C (0.9468, -0.4891, -0.2979)
N (-2.1295, -0.2632, 0.3006)
H (-1.7572, 1.4348, 1.3439)
H (0.7753, -2.0119, 1.2676)
H (1.8628, -2.2040, -0.2346)
H (0.2166, 0.6296, -1.9812)
H (1.6994, 1.2190, -1.0785)
H (0.5386, 1.8399, 0.7793)

Atomic partial charges in e from the Löwdin method, atoms 1 to 5:
1. C -0.104
2. C 0.154
3. C 0.152
4. C -0.044
5. C 0.096



(7)
The following is a quantum chemistry calculation of an isolated molecule of C6H6N2, from the OMol25 dataset.

Output
**Spin multiplicity**: 1
**Energy**: -9292.8434 eV
**HOMO-LUMO gap**: 0.3851 hartree
**HOMO**: -9.8 eV
**Energy relative to the best compared isomer or geometry (same formula, charge and spin)**: 136.1 kcal/mol
**Strongest force on any atom**: 5.4 eV/A
**SMILES**: C#C[C@@H]1N=CN2C[C@@H]12

Atoms and positions in Å:
C (-3.0174, -0.0369, -0.3056)
C (-1.8261, 0.2002, -0.0795)
C (-0.5266, 0.3527, 0.6509)
C (1.1039, 1.2816, -0.5078)
C (1.8102, -0.6973, 0.2950)
C (0.3043, -0.6489, -0.0456)
H (-4.0527, -0.5359, -0.8501)
H (-0.8125, 0.0098, 1.6667)
H (1.4681, 1.9835, -1.3612)
H (2.1692, -0.3426, 1.2052)
H (2.4071, -1.6101, 0.1904)
H (-0.5413, -1.4259, -0.4117)
N (0.2094, 1.5753, 0.4352)
N (1.3043, -0.1054, -0.8819)

Atomic partial charges in e from the Löwdin method, atoms 1 to 5:
1. C 0.073
2. C -0.134
3. C -0.373
4. C -0.113
5. C -0.095



(8)
The following is a quantum chemistry calculation of a cluster of 2 separate species, C6H6N2 in total, from the OMol25 dataset.

Output
**Spin multiplicity**: 1
**Energy**: -9294.4046 eV
**HOMO-LUMO gap**: 0.3483 hartree
**HOMO**: -9.5 eV
**Energy relative to the best compared isomer or geometry (same formula, charge and spin)**: 100.1 kcal/mol
**Strongest force on any atom**: 6.7 eV/A

Atoms and positions in Å:
C (-0.2548, -0.4517, -1.7326)
C (-1.5344, 0.2791, -0.9662)
C (-0.5530, 0.5585, 0.2539)
C (0.5894, 0.3675, 2.0342)
C (1.7178, 0.0474, 1.2736)
C (0.4397, -0.0341, -0.4955)
H (0.2189, -0.5376, -3.1305)
H (-0.4935, -1.6113, -1.8072)
H (-1.9108, 1.1635, -1.5137)
H (-2.5185, -0.2491, -0.4233)
H (0.7853, 0.3723, 3.0149)
H (2.5108, -0.1874, 2.0498)
N (-0.6372, 0.6343, 1.4964)
N (1.6403, -0.3515, -0.0539)

Atomic partial charges in e from the Löwdin method, atoms 1 to 5:
1. C -0.099
2. C -0.075
3. C -0.295
4. C -0.106
5. C -0.098



(9)
The following is a quantum chemistry calculation of an isolated molecule of C6H6N2, from the OMol25 dataset.

Output
**Spin multiplicity**: 1
**Energy**: -9294.4241 eV
**HOMO-LUMO gap**: 0.3790 hartree
**HOMO**: -9.6 eV
**Energy relative to the best compared isomer or geometry (same formula, charge and spin)**: 99.6 kcal/mol
**Strongest force on any atom**: 6.4 eV/A

Atoms and positions in Å:
C (0.9942, 1.4247, -0.3104)
C (0.1804, 0.2334, -0.2133)
C (-1.0769, 0.0260, -1.0951)
C (-1.3424, -0.7741, 0.1817)
C (-0.2673, -1.9642, 0.2825)
C (0.8163, -1.1468, 0.1669)
H (-1.6773, 0.9485, -1.2470)
H (-0.7101, -0.5534, -1.8548)
H (-2.3573, -0.9404, 0.3937)
H (-1.2169, 1.1526, 1.3171)
H (-0.5048, -2.9696, 0.3799)
H (1.8618, -1.5423, 0.3384)
N (1.8655, 2.2498, -0.2186)
N (-0.6114, 0.1945, 1.1613)

Atomic partial charges in e from the Löwdin method, atoms 1 to 5:
1. C -0.132
2. C -0.448
3. C -0.025
4. C -0.284
5. C 0.023



(10)
The following is a quantum chemistry calculation of a cluster of 3 separate species, C6H6N2O2 in total, from the OMol25 dataset.

Output
**Spin multiplicity**: 1
**Energy**: -13389.1913 eV
**HOMO-LUMO gap**: 0.3652 hartree
**HOMO**: -9.8 eV
**Energy relative to the best compared isomer or geometry (same formula, charge and spin)**: 125.3 kcal/mol
**Strongest force on any atom**: 5.9 eV/A

Atoms and positions in Å:
C (1.5014, -0.6833, -0.5386)
C (1.4978, -0.3268, 0.8660)
C (0.3644, -0.4498, 1.5185)
C (-0.9565, -1.1931, -0.4120)
C (-1.2661, 1.6091, -0.5520)
C (-0.3095, 2.3444, -0.4466)
H (0.0658, -1.0222, -2.1200)
H (2.5264, -0.0486, 1.3090)
H (0.0396, 0.0664, 2.5757)
H (-1.5380, -0.9690, 1.7083)
H (-2.0338, 0.6457, -0.6799)
H (0.3155, 3.7062, -0.8470)
N (0.2651, -1.0777, -1.0577)
N (-0.9121, -0.7542, 0.9199)
O (2.4126, -0.4028, -1.2438)
O (-1.9726, -1.4444, -0.9997)

Atomic partial charges in e from the Löwdin method, atoms 1 to 5:
1. C -0.513
2. C -0.034
3. C -0.101
4. C -0.599
5. C -0.109



(11)
The following is a quantum chemistry calculation of an isolated molecule of C6H6N2O2, from the OMol25 dataset.

Output
**Spin multiplicity**: 1
**Energy**: -13387.8465 eV
**HOMO-LUMO gap**: 0.2978 hartree
**HOMO**: -8.0 eV
**Energy relative to the best compared isomer or geometry (same formula, charge and spin)**: 156.4 kcal/mol
**Strongest force on any atom**: 8.5 eV/A

Atoms and positions in Å:
C (-2.0791, 0.7666, 2.2299)
C (-2.5763, -0.1950, 2.6549)
C (2.1652, 0.0997, -0.5501)
C (1.8199, -0.6449, -1.6861)
C (0.5342, -0.5849, -1.9841)
C (-0.2225, 0.3519, 0.1487)
H (-1.7414, 1.7360, 1.7461)
H (-3.2659, -0.9164, 3.1680)
H (1.4589, 0.5027, 1.3366)
H (2.5492, -1.1126, -2.4560)
H (-0.0533, -1.2179, -2.8264)
H (-1.4455, -0.0770, -1.4924)
N (1.1535, 0.5685, 0.2154)
N (-0.4398, 0.0961, -1.2283)
O (3.3128, 0.1590, -0.1395)
O (-1.1699, 0.4683, 0.8632)

Atomic partial charges in e from the Löwdin method, atoms 1 to 5:
1. C -0.232
2. C -0.020
3. C -0.542
4. C -0.028
5. C -0.090



(12)
The following is a quantum chemistry calculation of a cluster of 2 separate species, C6H6N2S in total, from the OMol25 dataset.

Output
**Spin multiplicity**: 1
**Energy**: -20128.7236 eV
**HOMO-LUMO gap (spin up / spin down)**: 0.1926 / 0.1940 hartree
**HOMO (spin up / spin down)**: -9.0 / -9.0 eV
**Energy relative to the best compared isomer or geometry (same formula, charge and spin)**: 113.6 kcal/mol
**Strongest force on any atom**: 3.5 eV/A

Atoms and positions in Å:
C (-3.1474, -0.3636, 0.4070)
C (1.5597, -0.7367, 0.1431)
C (0.7934, -1.7496, -0.3911)
C (0.8394, 0.5090, -0.0563)
C (-0.2813, 0.1353, -0.7188)
C (1.1296, 1.8906, 0.4010)
N (-3.2323, -1.5352, 0.2683)
N (-0.3355, -1.2095, -0.8790)
S (-3.1826, 1.2603, 0.4758)
H (2.5195, -0.8572, 0.4708)
H (0.9341, -2.7504, -0.4957)
H (0.8916, 2.2659, 1.5100)
H (2.2538, 2.1313, 0.2497)
H (0.4680, 2.5802, -0.2320)
H (-1.2100, -1.5706, -1.1529)

Atomic partial charges in e from the Löwdin method, atoms 1 to 5:
1. C -0.974
2. C 0.002
3. C -0.061
4. C -0.297
5. C 0.073